Here is a molecular structure, C4H7BeO3 from the Open Molecules 2025 dataset. Energies are from ωB97M-V with the def2-TZVPD basis set.

XYZ file:
```
15
Properties=species:S:1:pos:R:3
C 0.794 -0.741 -0.538
C 1.119 0.434 -1.426
H 1.261 -1.665 -0.897
H 1.089 -0.569 0.503
H 0.724 0.281 -2.439
H 2.211 0.535 -1.489
H 0.704 1.361 -1.010
O -2.490 -1.482 0.427
Be -1.584 -1.795 -1.140
O -0.633 -0.999 -0.531
C -1.444 -0.806 0.589
O -1.241 0.504 1.589
C -0.443 1.570 1.815
H -0.704 2.046 2.780
H 0.637 1.328 1.770
```

net charge	+1
largest force on an atom	5.9	eV/A
DFT total energy	-10791.566	eV
HOMO level (spin up / spin down)	-12.7 / -12.1	eV
HOMO-LUMO gap (spin up / spin down)	6.8 / 6.0	eV

Now the Löwdin charges, all in e:
1. C -0.14
2. C -0.03
3. H 0.15
4. H 0.14
5. H 0.10
6. H 0.11
7. H 0.09
8. O 0.15
9. Be 0.63
10. O -0.15
11. C -0.18
12. O -0.06
13. C 0.02
14. H 0.10
15. H 0.08

***

Here is a single C2H5N5O molecule from the Open Molecules 2025 dataset. Energies are from ωB97M-V with the def2-TZVPD basis set.

XYZ file:
```
13
Properties=species:S:1:pos:R:3
H -1.762 2.545 0.174
N -0.863 2.030 -0.055
C -1.053 0.810 0.016
N -2.420 0.098 0.224
N -2.090 -1.177 0.175
N -0.898 -1.444 -0.271
N -0.140 -0.220 -0.181
O 0.884 -0.345 0.712
C 2.105 -0.050 -0.097
H -0.678 -2.339 0.045
H 2.058 -0.706 -1.045
H 1.889 1.035 -0.222
H 2.969 -0.237 0.527
```

net charge	0
largest force on an atom	5.0	eV/A
DFT total energy	-11647.444	eV
HOMO level	-9.3	eV
SMILES	[H]/N=c1\nn[nH]n1OC
HOMO-LUMO gap	9.7	eV

Now the Löwdin charges, all in e:
1. H 0.09
2. N 0.15
3. C -0.43
4. N 0.08
5. N -0.04
6. N 0.04
7. N -0.12
8. O -0.14
9. C -0.02
10. H 0.12
11. H 0.11
12. H 0.09
13. H 0.07

***

Here is a single C11H6N6O4S molecule from the Open Molecules 2025 dataset. Energies are from ωB97M-V with the def2-TZVPD basis set.

XYZ file:
```
28
Properties=species:S:1:pos:R:3
O 4.697 -1.071 -2.296
N 3.700 -1.478 -2.911
O 3.719 -1.956 -4.082
C 2.451 -1.449 -2.212
C 1.229 -1.748 -2.868
C 0.050 -1.839 -2.154
C 0.001 -1.593 -0.773
S -1.587 -1.698 -0.023
C -1.807 -0.048 0.645
N -2.770 0.165 1.526
C -2.920 1.421 2.048
N -3.797 1.886 2.904
C -3.414 3.199 3.125
N -2.347 3.595 2.479
C -2.019 2.448 1.756
C -0.995 2.243 0.881
N -0.981 0.971 0.245
C 1.203 -1.306 -0.059
N 1.297 -1.116 1.346
O 1.903 -0.140 1.739
O 0.751 -1.931 2.086
C 2.396 -1.145 -0.843
H 1.176 -1.961 -3.941
H -0.900 -2.076 -2.652
H -3.930 3.854 3.847
H -0.287 3.079 0.693
H -0.133 0.650 -0.204
H 3.313 -0.957 -0.302
```

net charge	0
largest force on an atom	4.4	eV/A
DFT total energy	-39463.104	eV
HOMO level	-9.2	eV
SMILES	O=[N+]([O-])c1ccc(Sc2nc3ncnc-3c[nH]2)c([N+](=O)[O-])c1
HOMO-LUMO gap	6.9	eV

Now the Löwdin charges, all in e:
1. O 0.09
2. N -0.31
3. O 0.07
4. C -0.12
5. C 0.03
6. C -0.07
7. C -0.46
8. S 1.08
9. C -0.56
10. N 0.15
11. C -0.35
12. N 0.11
13. C -0.20
14. N 0.09
15. C -0.28
16. C 0.07
17. N 0.08
18. C -0.15
19. N -0.37
20. O 0.11
21. O 0.11
22. C 0.11
23. H 0.13
24. H 0.12
25. H 0.12
26. H 0.15
27. H 0.11
28. H 0.13

***

Here is a molecular structure, C13H6BrCl3F2NO3Rh from the Open Molecules 2025 dataset. Energies are from ωB97M-V with the def2-TZVPD basis set.

XYZ file:
```
30
Properties=species:S:1:pos:R:3
Rh -0.100 -0.964 0.227
Br -0.506 2.049 -2.052
C -1.533 0.532 -2.459
C -2.464 0.605 -3.482
C -3.216 -0.520 -3.773
C -3.018 -1.676 -3.036
C -2.065 -1.655 -2.037
N -1.331 -0.574 -1.748
C -1.805 -2.907 -1.189
O -2.567 -3.840 -1.289
O -0.755 -2.803 -0.447
H -2.587 1.527 -4.029
H -3.955 -0.491 -4.563
H -3.574 -2.586 -3.203
Cl 5.222 1.607 4.420
C 4.051 1.318 3.188
C 3.403 0.096 3.136
C 2.462 -0.109 2.150
Cl 1.623 -1.626 2.051
C 2.125 0.856 1.175
O 1.238 0.651 0.248
C 2.830 2.082 1.274
Cl 2.469 3.302 0.118
C 3.765 2.312 2.262
H 3.634 -0.679 3.853
H 4.270 3.266 2.315
F -2.354 -1.087 1.961
C -1.592 -0.016 1.600
F -2.360 0.796 0.828
H -1.308 0.534 2.501
```

net charge	0
largest force on an atom	1.1	eV/A
<S²>	6.012
DFT total energy	-137260.825	eV
multiplicity	5
HOMO level (spin up / spin down)	-8.4 / -8.6	eV
HOMO-LUMO gap (spin up / spin down)	8.1 / 5.8	eV

Now the Löwdin charges, all in e:
1. Rh 1.18
2. Br 0.83
3. C -0.72
4. C -0.10
5. C -0.03
6. C 0.02
7. C -0.17
8. N 0.01
9. C -0.59
10. O 0.10
11. O -0.16
12. H 0.10
13. H 0.12
14. H 0.13
15. Cl 0.68
16. C -0.68
17. C -0.13
18. C -0.55
19. Cl 0.77
20. C -0.47
21. O -0.30
22. C -0.59
23. Cl 0.72
24. C -0.13
25. H 0.11
26. H 0.11
27. F -0.01
28. C -0.35
29. F -0.02
30. H 0.11